# 1
DFT (the ωB97M-V functional and the def2-TZVPD basis) results for a cluster of 8 separate species, C43H126N19O12P7 in total.

The geometry in ORCA input format:
```
! wB97M-V def2-TZVPD RIJCOSX def2/J DEFGRID3
* xyz 0 1
C -6.75 3.11 -4.66
N -5.96 1.92 -4.27
C -4.68 1.68 -4.90
P -6.84 0.60 -3.61
O -7.47 -0.32 -4.61
N -5.65 -0.12 -2.56
C -5.82 -1.46 -2.18
C -4.92 0.65 -1.63
N -7.92 1.40 -2.52
C -7.44 2.41 -1.60
C -9.44 1.32 -2.56
H -7.19 2.87 -5.63
H -5.97 3.87 -4.71
H -7.64 3.29 -4.06
H -4.83 0.91 -5.65
H -4.04 1.17 -4.18
H -4.17 2.59 -5.24
H -5.88 -2.22 -2.96
H -5.06 -1.72 -1.43
H -6.75 -1.52 -1.62
H -4.56 1.61 -2.00
H -5.52 1.00 -0.79
H -3.96 0.29 -1.27
H -7.09 2.02 -0.65
H -6.54 2.90 -1.97
H -8.10 3.26 -1.41
H -9.80 2.31 -2.84
H -9.78 1.05 -1.56
H -9.72 0.48 -3.20
C 2.20 7.67 -1.23
N 1.92 6.24 -1.32
C 0.83 5.96 -2.32
P 3.23 5.12 -1.21
O 4.43 5.51 -0.43
N 2.49 3.59 -0.73
C 1.48 3.57 0.31
C 3.16 2.35 -0.89
N 3.75 4.85 -2.87
C 3.02 4.14 -3.90
C 4.66 5.87 -3.34
H 2.82 8.09 -2.02
H 2.70 7.86 -0.28
H 1.40 8.41 -1.23
H 1.08 6.08 -3.37
H -0.02 6.62 -2.15
H 0.42 4.98 -2.08
H 2.06 3.49 1.23
H 1.00 4.54 0.42
H 0.77 2.77 0.11
H 3.87 2.19 -0.08
H 2.39 1.58 -0.96
H 3.75 2.32 -1.80
H 3.65 3.79 -4.72
H 2.40 3.33 -3.52
H 2.31 4.77 -4.44
H 4.96 5.76 -4.38
H 5.57 5.84 -2.74
H 4.56 6.93 -3.10
C 4.35 -1.10 6.44
N 4.70 -2.07 5.40
C 5.55 -1.63 4.30
P 3.76 -3.51 5.23
O 3.18 -4.04 6.55
N 2.58 -3.03 4.09
C 2.97 -2.71 2.70
C 1.07 -3.27 4.40
N 4.96 -4.60 4.45
C 6.11 -4.90 5.25
C 4.64 -5.31 3.18
H 5.30 -0.80 6.88
H 3.79 -1.55 7.26
H 3.85 -0.23 6.02
H 5.03 -1.02 3.56
H 6.12 -2.42 3.81
H 6.37 -1.01 4.66
H 2.39 -3.25 1.95
H 2.87 -1.64 2.57
H 4.04 -2.83 2.50
H 0.75 -4.29 4.63
H 0.87 -2.75 5.34
H 0.46 -2.92 3.57
H 7.04 -4.59 4.75
H 5.80 -4.60 6.25
H 6.29 -5.97 5.28
H 4.77 -6.38 3.35
H 5.36 -5.17 2.38
H 3.59 -5.14 2.93
C 8.06 -2.17 0.93
N 8.02 -1.31 -0.23
C 9.33 -0.75 -0.67
P 6.76 -1.29 -1.38
O 6.95 -2.08 -2.61
N 5.25 -1.63 -0.52
C 4.42 -0.58 -0.11
C 4.60 -2.92 -0.79
N 6.65 0.35 -1.74
C 7.00 1.48 -0.81
C 6.41 0.78 -3.19
H 8.49 -1.63 1.78
H 8.68 -3.05 0.79
H 7.06 -2.55 1.12
H 9.24 0.33 -0.75
H 9.72 -1.24 -1.56
H 10.07 -0.93 0.11
H 3.57 -0.73 0.56
H 5.08 -0.01 0.55
H 3.99 -0.06 -0.96
H 4.18 -2.98 -1.80
H 5.13 -3.83 -0.52
H 3.67 -2.90 -0.22
H 7.62 2.24 -1.29
H 6.09 2.04 -0.63
H 7.45 1.19 0.14
H 5.77 1.66 -3.30
H 5.81 0.02 -3.70
H 7.32 0.83 -3.78
C -2.87 -8.34 1.89
N -3.06 -6.91 2.20
C -4.03 -6.62 3.34
P -2.00 -5.72 1.63
O -0.77 -5.56 2.44
N -1.86 -6.03 -0.06
C -3.02 -6.35 -0.92
C -0.71 -5.45 -0.80
N -2.78 -4.18 1.66
C -2.75 -3.35 2.97
C -4.00 -3.96 0.81
H -1.84 -8.60 1.65
H -3.46 -8.59 1.00
H -3.17 -8.94 2.74
H -4.78 -5.97 2.89
H -3.66 -6.27 4.31
H -4.66 -7.47 3.59
H -3.38 -5.52 -1.52
H -2.62 -7.15 -1.55
H -3.79 -6.67 -0.22
H -0.62 -4.37 -0.88
H 0.20 -5.91 -0.40
H -0.77 -5.99 -1.74
H -3.51 -3.63 3.69
H -1.85 -3.51 3.56
H -2.87 -2.31 2.67
H -4.65 -3.23 1.29
H -4.44 -4.94 0.63
H -3.51 -3.55 -0.08
C -4.76 1.40 3.11
N -5.17 2.70 3.71
C -6.19 2.50 4.82
P -4.17 4.15 3.72
O -3.19 4.32 4.87
N -3.44 4.25 2.20
C -2.13 4.82 1.99
C -4.09 3.76 1.00
N -5.29 5.53 3.62
C -4.95 6.77 4.20
C -6.63 5.41 3.06
H -5.59 1.06 2.50
H -4.57 0.55 3.76
H -3.84 1.49 2.54
H -5.93 1.89 5.69
H -7.03 1.95 4.40
H -6.65 3.42 5.19
H -2.27 5.86 1.70
H -1.50 4.85 2.88
H -1.68 4.30 1.15
H -5.14 3.48 1.06
H -4.22 4.54 0.26
H -3.62 3.00 0.37
H -5.60 6.99 5.04
H -3.98 6.79 4.69
H -4.96 7.61 3.50
H -7.16 4.54 3.44
H -6.55 5.36 1.97
H -7.22 6.28 3.32
C 4.14 -1.36 -4.66
C 3.24 -0.17 -4.91
O 1.84 -0.54 -4.89
P 1.03 -0.36 -3.49
O 1.76 -0.81 -2.23
O -0.31 -1.16 -3.85
C -0.54 -2.52 -3.60
C 0.75 -3.59 -3.74
O 0.65 1.23 -3.46
C -0.44 1.73 -2.63
C -1.60 2.29 -3.40
H 5.11 -1.28 -5.14
H 4.24 -1.45 -3.58
H 3.58 -2.21 -5.05
H 3.40 -0.01 -5.98
H 3.50 0.76 -4.41
H -1.31 -2.87 -4.29
H -1.17 -2.67 -2.72
H 1.17 -3.56 -4.75
H 1.60 -3.57 -3.07
H 0.41 -4.62 -3.63
H -0.78 0.90 -2.00
H -0.10 2.41 -1.86
H -2.45 2.77 -2.90
H -1.33 3.06 -4.13
H -2.07 1.59 -4.08
C -0.19 -0.99 0.74
N -1.01 0.17 1.05
O -0.58 0.88 1.91
O -2.12 0.26 0.62
H 0.12 -1.56 1.61
H 0.69 -0.77 0.13
H -0.82 -1.54 0.04
*
```

The SMILES is CN(C)P(=O)(N(C)C)N(C)C.CN(C)P(=O)(N(C)C)N(C)C.CN(C)P(=O)(N(C)C)N(C)C.CN(C)P(=O)(N(C)C)N(C)C.CN(C)P(=O)(N(C)C)N(C)C.CN(C)P(=O)(N(C)C)N(C)C.CCOP(=O)(OCC)OCC.C[N+](=O)[O-]. As for the total energy: -164539.213 eV. The largest force on an atom is 4.5 eV Å⁻¹. As for the HOMO energy: -8.087 eV.



# 2
DFT (the ωB97M-V functional and the def2-TZVPD basis) results for a structure of composition C43H27Br3N8O4Ti.

The geometry in ORCA input format:
```
! wB97M-V def2-TZVPD RIJCOSX def2/J DEFGRID3
* xyz -2 3
Ti 0.07 -0.04 0.12
O -1.43 3.37 2.00
C -0.57 2.52 1.74
N -0.71 1.19 1.64
C -1.79 0.58 2.31
C -2.45 1.17 3.39
C -3.46 0.50 4.07
C -3.83 -0.78 3.67
C -3.17 -1.38 2.61
C -2.14 -0.72 1.92
N -1.51 -1.25 0.78
C -1.68 -2.55 0.49
O -1.88 -3.49 1.27
C -1.67 -2.93 -0.99
C -1.22 -4.21 -1.34
C -1.24 -4.57 -2.68
C -1.73 -3.66 -3.61
C -2.20 -2.44 -3.15
N -2.16 -2.07 -1.87
C 0.83 3.06 1.52
C 0.99 4.26 0.83
C 2.26 4.77 0.65
C 3.34 4.07 1.19
C 3.08 2.91 1.89
N 1.86 2.41 2.06
H -2.18 2.17 3.69
H -3.95 0.98 4.90
H -4.62 -1.31 4.18
H -3.44 -2.38 2.31
H -0.88 -4.87 -0.57
H -0.88 -5.54 -2.99
H -1.75 -3.89 -4.66
H -2.60 -1.70 -3.84
H 0.11 4.76 0.44
H 2.42 5.68 0.09
H 4.36 4.41 1.06
H 3.89 2.33 2.32
Br 4.89 -1.98 -6.90
C 5.52 -1.17 -5.29
C 5.33 -1.81 -4.08
C 5.77 -1.23 -2.91
C 6.47 0.01 -2.92
C 6.64 0.63 -4.18
C 6.17 0.06 -5.35
N 7.06 0.60 -1.85
N 6.73 0.26 -0.62
C 5.42 0.04 -0.26
C 5.17 -0.87 0.76
C 3.88 -1.17 1.22
C 2.77 -0.54 0.70
O 1.51 -0.80 1.07
C 2.99 0.46 -0.28
N 1.87 1.14 -0.67
C 1.99 2.14 -1.51
C 3.23 2.53 -2.04
C 4.36 1.84 -1.68
C 4.28 0.76 -0.77
H 4.82 -2.76 -4.05
H 5.61 -1.74 -1.97
H 7.16 1.57 -4.21
H 6.31 0.56 -6.30
H 6.03 -1.37 1.19
H 3.74 -1.90 2.01
H 1.08 2.65 -1.79
H 3.28 3.37 -2.72
H 5.33 2.13 -2.06
C 1.83 -3.17 -0.78
C 1.47 -2.27 -1.92
C 1.95 -2.61 -3.21
C 1.62 -1.86 -4.30
C 0.75 -0.75 -4.13
C 0.27 0.06 -5.18
Br 0.78 -0.31 -6.98
C -0.57 1.10 -4.94
C -0.96 1.39 -3.63
Br -2.09 2.88 -3.31
C -0.53 0.65 -2.53
O -0.86 0.92 -1.31
C 0.34 -0.46 -2.82
N 0.72 -1.21 -1.73
H 1.65 -4.20 -1.06
H 1.25 -2.93 0.11
H 2.89 -3.05 -0.53
H 2.60 -3.47 -3.30
H 2.00 -2.10 -5.28
H -0.94 1.72 -5.75
*
```

The relative energy (zero: lowest compared OMol25 entry of this formula, charge and spin) comes out at 15.1 kJ/mol. As for the total energy: -298390.034 eV. The largest force on an atom is 0.9 eV Å⁻¹. As for the HOMO energy (spin up / spin down): -0.996 / -1.798 eV.



# 3
DFT (the ωB97M-V functional and the def2-TZVPD basis) results for a structure of composition C43H28BrCl2IN4OPPt.

The geometry in ORCA input format:
```
! wB97M-V def2-TZVPD RIJCOSX def2/J DEFGRID3
* xyz -1 1
Pt 0.88 1.28 1.03
Br -0.46 -5.15 -6.63
C 1.00 -4.03 -6.12
C 1.63 -3.25 -7.08
C 2.66 -2.41 -6.69
C 3.05 -2.31 -5.35
C 2.41 -3.13 -4.41
C 1.40 -3.99 -4.80
N 4.17 -1.56 -5.02
N 4.30 -0.85 -3.99
C 3.24 -0.34 -3.27
C 1.94 -0.15 -3.77
C 0.95 0.46 -3.03
C 1.17 0.85 -1.70
O 0.25 1.37 -0.97
C 2.50 0.68 -1.17
N 2.71 1.07 0.12
C 3.92 1.00 0.64
C 5.01 0.53 -0.10
C 4.82 0.09 -1.38
C 3.54 0.15 -1.96
H 1.33 -3.31 -8.11
H 3.16 -1.79 -7.42
H 2.73 -3.09 -3.38
H 0.92 -4.63 -4.07
H 1.73 -0.44 -4.79
H -0.03 0.64 -3.45
H 4.02 1.33 1.66
H 5.98 0.50 0.37
H 5.64 -0.31 -1.97
I -0.58 4.06 1.84
C -1.94 3.93 0.23
C -2.01 5.06 -0.55
C -3.04 5.22 -1.49
C -4.02 4.28 -1.57
C -3.98 3.11 -0.78
C -5.06 2.21 -0.81
C -5.06 1.09 -0.02
C -3.92 0.77 0.71
C -2.80 1.59 0.73
P -1.31 0.67 1.29
C -1.83 0.03 2.92
C -2.34 -1.25 3.12
C -2.75 -1.65 4.39
C -2.64 -0.77 5.46
C -2.10 0.49 5.27
C -1.70 0.89 4.00
C -1.38 -0.81 0.19
C -0.49 -1.85 0.48
C -0.34 -2.92 -0.38
C -1.09 -2.98 -1.55
C -1.98 -1.96 -1.85
C -2.12 -0.88 -0.99
C -2.86 2.86 0.08
H -1.29 5.85 -0.41
H -3.08 6.12 -2.09
H -4.87 4.42 -2.23
H -5.90 2.43 -1.45
H -5.92 0.43 -0.01
H -3.88 -0.17 1.25
H -2.43 -1.94 2.29
H -3.15 -2.64 4.54
H -2.96 -1.08 6.45
H -1.98 1.17 6.10
H -1.26 1.87 3.86
H 0.07 -1.81 1.40
H 0.37 -3.70 -0.14
H -0.98 -3.81 -2.24
H -2.56 -2.00 -2.76
H -2.80 -0.08 -1.25
Cl 2.63 -1.31 2.74
C 2.17 -0.41 4.16
C 2.38 -0.98 5.39
C 2.15 -0.26 6.55
C 1.74 1.07 6.45
C 1.54 1.65 5.22
Cl 1.02 3.30 5.14
C 1.70 0.95 3.96
N 1.49 1.60 2.85
H 2.74 -2.00 5.45
H 2.29 -0.71 7.53
H 1.59 1.67 7.34
*
```

The relative energy (zero: lowest compared OMol25 entry of this formula, charge and spin) comes out at 120.0 kJ/mol. As for the total energy: -168777.556 eV. The largest force on an atom is 1.3 eV Å⁻¹. As for the HOMO energy: -2.882 eV.



# 4
DFT (the ωB97M-V functional and the def2-TZVPD basis) results for a structure of composition C43H29CrF11N5O2.

The geometry in ORCA input format:
```
! wB97M-V def2-TZVPD RIJCOSX def2/J DEFGRID3
* xyz 0 4
Cr 1.49 1.75 0.14
C 1.03 5.61 2.08
C 0.00 5.34 2.98
C -0.50 4.06 3.09
C 0.02 3.04 2.30
C 1.06 3.28 1.39
C 1.54 4.59 1.29
C -0.44 1.64 2.41
C -1.44 1.23 3.32
C -1.77 -0.08 3.41
C -1.05 -1.04 2.66
C -1.27 -2.42 2.80
C -0.47 -3.32 2.13
C 0.56 -2.84 1.30
C 0.77 -1.50 1.12
C -0.06 -0.56 1.78
N 0.16 0.78 1.61
H 1.42 6.61 2.00
H -0.40 6.14 3.60
H -1.30 3.87 3.80
H 2.34 4.81 0.59
H -1.95 1.97 3.93
H -2.55 -0.41 4.08
H -2.05 -2.77 3.47
H -0.62 -4.38 2.27
H 1.22 -3.55 0.81
H 1.59 -1.15 0.52
F 5.83 2.37 -3.07
C 4.52 2.62 -2.86
C 3.94 2.23 -1.67
C 2.59 2.49 -1.44
C 1.84 3.14 -2.44
C 2.48 3.51 -3.62
F 1.81 4.14 -4.62
C 3.82 3.27 -3.85
C 0.40 3.30 -2.18
C -0.51 3.98 -2.98
C -1.85 4.02 -2.62
C -2.26 3.39 -1.46
C -1.31 2.75 -0.70
N -0.02 2.70 -1.04
H 4.54 1.70 -0.94
H 4.29 3.58 -4.78
H -0.17 4.48 -3.88
H -2.55 4.55 -3.25
H -3.30 3.39 -1.15
H -1.58 2.26 0.22
F 4.16 0.64 4.37
C 3.28 0.96 3.41
F 2.25 0.12 3.53
F 2.82 2.19 3.67
C 3.90 0.89 1.97
O 2.95 0.85 1.03
C 4.75 -0.42 1.85
F 4.06 -1.47 2.31
F 5.90 -0.36 2.53
F 5.04 -0.67 0.58
C 4.85 2.12 1.80
F 5.52 2.41 2.93
F 5.76 1.88 0.84
F 4.16 3.20 1.44
C -4.82 -7.90 -1.74
C -4.65 -6.44 -1.41
C -3.50 -5.97 -0.78
C -3.35 -4.63 -0.46
C -4.34 -3.72 -0.80
N -4.22 -2.35 -0.48
C -3.16 -1.50 -0.75
O -3.13 -0.37 -0.30
N -2.21 -2.04 -1.58
C -0.93 -1.54 -1.84
C -0.04 -2.33 -2.56
C 1.25 -1.88 -2.76
C 1.63 -0.66 -2.21
N 0.78 0.09 -1.52
C -0.48 -0.31 -1.36
C -5.50 -4.18 -1.43
C -5.65 -5.52 -1.72
H -3.91 -8.46 -1.53
H -5.07 -8.04 -2.79
H -5.63 -8.34 -1.15
H -2.71 -6.67 -0.52
H -2.47 -4.29 0.07
H -4.99 -1.88 -0.03
H -2.40 -2.97 -1.94
H -0.35 -3.29 -2.94
H 1.96 -2.47 -3.32
H 2.64 -0.27 -2.32
H -1.14 0.33 -0.81
H -6.27 -3.47 -1.70
H -6.55 -5.86 -2.20
*
```

The relative energy (zero: lowest compared OMol25 entry of this formula, charge and spin) comes out at 0.0 kJ/mol. As for the total energy: -114925.803 eV. The largest force on an atom is 0.6 eV Å⁻¹. As for the HOMO energy (spin up / spin down): -8.164 / -8.346 eV.